*A*
2 unconnected molecules or ions with the total composition C3H9O. Source: the OMol25 dataset; level of theory: the ωB97M-V functional and the def2-TZVPD basis.

Structure (ORCA input):
```
! RIJCOSX wB97M-V def2-TZVPD def2/J DEFGRID3
* xyz -1 1
O -3.369 1.279 0.481
H -2.435 1.490 0.388
C 0.734 0.105 -1.305
C 0.214 0.260 0.141
C 0.523 -0.983 0.960
H 0.107 -0.651 -1.789
H 0.683 1.066 -1.818
H 1.784 -0.206 -1.296
H 0.764 1.076 0.611
H -0.847 0.488 0.141
H -0.003 -0.992 1.912
H 1.600 -1.027 1.136
H 0.244 -1.905 0.437
*
```

Output
Gap between HOMO and LUMO, eV: 5.9085
LUMO level, eV: 3.872

Results of the natural (NBO) charge analysis, in e, for atoms 1 through 5: O -1.357; H 0.371; C -0.601; C -0.404; C -0.598

***

*B*
2 unconnected molecules or ions with the total composition C3H9O. Source: the OMol25 dataset; level of theory: the ωB97M-V functional and the def2-TZVPD basis.

Structure (ORCA input):
```
! RIJCOSX wB97M-V def2-TZVPD def2/J DEFGRID3
* xyz -1 1
C -1.074 -0.777 1.398
C 0.442 -0.734 1.286
H -1.439 -1.787 1.612
H -1.500 -0.336 0.499
H -1.392 -0.180 2.264
H 0.822 -1.506 0.615
H 0.776 0.226 0.908
H 0.928 -0.913 2.261
C 0.488 1.208 -2.158
O -0.178 0.668 -1.111
H 1.166 2.073 -1.927
H 1.144 0.457 -2.676
H -0.184 1.601 -2.970
*
```

Output
Gap between HOMO and LUMO, eV: 6.5577
LUMO level, eV: 4.587

Results of the natural (NBO) charge analysis, in e, for atoms 1 through 5: C -0.614; C -0.598; H 0.165; H 0.264; H 0.168

***

*C*
2 unconnected molecules or ions with the total composition C3H9O. Source: the OMol25 dataset; level of theory: the ωB97M-V functional and the def2-TZVPD basis.

Structure (ORCA input):
```
! RIJCOSX wB97M-V def2-TZVPD def2/J DEFGRID3
* xyz -1 1
C 4.823 0.557 1.165
H 4.614 1.634 1.328
H 4.050 -0.021 1.573
H 4.893 0.456 0.080
H 5.941 0.225 1.320
C -3.623 -0.005 -0.285
O -3.426 -0.101 1.071
C -2.459 -0.616 -1.132
H -4.590 -0.708 -0.599
H -3.788 1.053 -0.557
H -1.509 -0.252 -0.776
H -2.308 -1.719 -0.957
H -2.617 -0.504 -2.231
*
```

Output
Gap between HOMO and LUMO, eV: 4.8783
LUMO level, eV: 2.975

Results of the natural (NBO) charge analysis, in e, for atoms 1 through 5: C -0.858; H 0.215; H 0.222; H 0.212; H 0.208

***

We find *A* to be the most stable, with the next structure 17.3 kJ/mol higher.

***

*A*
A molecular structure, C6H4N2O2. Source: the OMol25 dataset; level of theory: the ωB97M-V functional and the def2-TZVPD basis.

Structure (ORCA input):
```
! RIJCOSX wB97M-V def2-TZVPD def2/J DEFGRID3
* xyz 0 1
C 1.455 -2.295 0.180
C -0.620 0.403 0.439
C 0.620 1.140 0.548
C -0.495 -0.813 -0.114
C 1.678 0.453 0.116
C 0.876 -1.192 -0.506
N 1.889 -3.193 0.740
N 3.042 0.681 -0.063
O 3.519 1.603 0.569
O 3.644 -0.041 -0.833
H -1.550 0.828 0.769
H 0.642 2.145 0.940
H -1.301 -1.517 -0.231
H 1.108 -1.181 -1.566
*
```

Output
Gap between HOMO and LUMO, eV: 8.9150
LUMO level, eV: -1.306

Results of the natural (NBO) charge analysis, in e, for atoms 1 through 5: C 0.256; C -0.213; C -0.188; C -0.135; C 0.144

***

*B*
C6H4N2O2 in the gas phase. Source: the OMol25 dataset; level of theory: the ωB97M-V functional and the def2-TZVPD basis.

Structure (ORCA input):
```
! RIJCOSX wB97M-V def2-TZVPD def2/J DEFGRID3
* xyz 0 1
C -1.979 -0.006 -0.002
C 0.140 -0.679 0.027
C 2.442 -0.729 -0.056
C 2.530 0.630 0.012
C 1.370 1.396 -0.038
C 0.154 0.736 0.121
H -1.500 -2.114 0.142
H 3.354 -1.343 -0.024
H 3.613 0.993 -0.192
H 1.479 2.514 -0.042
N -1.181 -1.150 -0.001
N 1.269 -1.410 0.012
O -3.242 0.110 -0.082
O -1.195 1.113 0.039
*
```

Output
Gap between HOMO and LUMO, eV: 9.7161
LUMO level, eV: 0.449
Structure (SMILES): O=c1[nH]c2ncccc2o1

Results of the natural (NBO) charge analysis, in e, for atoms 1 through 5: C 0.862; C 0.323; C 0.030; C -0.274; C -0.206

***

We find *B* to be the most stable, with the next structure 534.5 kJ/mol higher.

***

*A*
C6H4N2O2 in the gas phase. Source: the OMol25 dataset; level of theory: the ωB97M-V functional and the def2-TZVPD basis.

Structure (ORCA input):
```
! RIJCOSX wB97M-V def2-TZVPD def2/J DEFGRID3
* xyz 0 1
N -1.820 1.434 -2.682
C -0.985 0.385 -2.634
C -0.441 0.081 -1.310
C 0.035 -0.216 -0.237
C 0.571 -0.584 1.025
C 1.343 0.072 1.940
C 1.490 -0.885 2.980
N 0.851 -1.993 2.703
O 0.276 -1.816 1.482
H 1.731 1.083 1.882
H 2.037 -0.800 3.916
O -0.862 -0.417 -3.555
H -1.470 2.352 -2.441
H -2.757 1.302 -3.071
*
```

Output
Gap between HOMO and LUMO, eV: 9.4053
LUMO level, eV: -0.068
Structure (SMILES): NC(=O)C#Cc1ccno1

Results of the natural (NBO) charge analysis, in e, for atoms 1 through 5: N -0.853; C 0.598; C -0.036; C -0.009; C 0.221

***

*B*
C6H4N2O2 in the gas phase. Source: the OMol25 dataset; level of theory: the ωB97M-V functional and the def2-TZVPD basis.

Structure (ORCA input):
```
! RIJCOSX wB97M-V def2-TZVPD def2/J DEFGRID3
* xyz 0 1
C 0.950 -1.400 -0.078
C 1.868 -0.386 0.058
C -0.361 -0.875 -0.054
C -0.280 0.659 -0.062
C -1.668 1.278 -0.057
C 1.220 0.937 0.084
N -2.336 -2.206 0.175
N -1.635 -1.334 -0.011
O -2.584 0.318 -0.089
O -1.865 2.479 0.046
H 1.072 -2.402 -0.186
H 2.901 -0.382 0.035
H 1.267 1.695 0.818
H 1.451 1.620 -0.680
*
```

Output
Gap between HOMO and LUMO (alpha / beta), eV: 7.9737 / 7.9724
LUMO level (alpha / beta), eV: -1.492 / -1.493

Results of the natural (NBO) charge analysis, in e, for atoms 1 through 5: C -0.212; C -0.138; C -0.027; C 0.117; C 0.697

***

We find *A* to be the most stable, with the next structure 132.5 kJ/mol higher.